Record 1
C7H6NO7Yb | ωB97M-V/def2-TZVPD

Structure (ORCA input):
```
! RIJCOSX wB97M-V def2-TZVPD def2/J DEFGRID3
* xyz 2 2
O 0.43 -0.37 -4.48
C 0.17 -0.32 -3.36
Yb 0.09 0.56 -1.05
O -3.14 0.24 -2.69
C -2.15 0.44 -2.12
C -1.55 -1.38 -0.63
O -2.49 -1.41 0.10
C -0.54 -2.50 -1.07
O 0.54 -2.51 -0.46
C -0.82 -3.11 -2.37
O -0.97 -2.42 -3.39
H -0.73 -4.20 -2.36
N 1.82 1.34 3.17
C 0.82 2.29 2.56
C 0.47 1.67 1.24
O 1.20 0.66 0.90
O -0.48 2.08 0.49
H 1.32 0.67 3.76
H 2.53 1.81 3.74
H 2.24 0.81 2.37
H -0.04 2.40 3.23
H 1.30 3.26 2.43
*
```

Results
- HOMO (alpha / beta) (eV) = -15.98 / -15.95
- energy above the lowest of the compared OMol25 structures with the same formula, charge and spin (kcal per mole) = 15.3

These are the natural (NBO) partial charges, in e, on atoms 1 to 5: O -0.33; C 0.42; Yb 1.51; O -0.35; C 0.44


Record 2
C7H6O3P | ωB97M-V/def2-TZVPD

Structure (ORCA input):
```
! RIJCOSX wB97M-V def2-TZVPD def2/J DEFGRID3
* xyz 1 1
C 0.97 0.92 -0.72
C 0.35 -1.38 0.29
C -1.53 -0.01 -0.55
C 1.14 1.91 0.14
C 1.05 -1.39 1.47
C -2.07 0.47 0.50
C 0.04 -0.28 -0.52
O 0.64 2.13 1.39
O 1.02 -0.34 2.28
O -1.37 0.60 1.83
P -0.09 1.19 2.47
H 1.42 0.94 -1.73
H -0.25 -2.26 0.11
H -2.01 -0.14 -1.44
H 1.72 2.80 -0.05
H 1.55 -2.18 1.99
H -3.07 0.70 0.62
*
```

Results
- HOMO (eV) = -14.15

These are the natural (NBO) partial charges, in e, on atoms 1 to 5: C -0.37; C -0.38; C -0.26; C 0.19; C 0.45


Record 3
C7H6O5Sc | ωB97M-V/def2-TZVPD

Structure (ORCA input):
```
! RIJCOSX wB97M-V def2-TZVPD def2/J DEFGRID3
* xyz 3 1
O 0.03 -3.32 -0.03
C 0.02 -2.15 -0.02
Sc 0.01 0.00 0.29
O -2.85 -0.03 -1.66
C -1.86 -0.02 -1.09
C 1.85 0.02 -1.08
O 2.85 0.03 -1.66
C -0.02 2.15 -0.02
O -0.03 3.32 -0.03
C 1.12 -0.72 4.07
C 0.00 0.00 3.47
C -1.11 0.72 4.07
O -0.01 0.00 2.23
H 0.94 -0.60 5.13
H 2.07 -0.27 3.76
H 1.10 -1.77 3.76
H -1.10 1.77 3.77
H -2.07 0.26 3.77
H -0.94 0.60 5.13
*
```

Results
- HOMO (eV) = -23.81
- energy above the lowest of the compared OMol25 structures with the same formula, charge and spin (kcal per mole) = 0.0

These are the natural (NBO) partial charges, in e, on atoms 1 to 5: O -0.17; C 0.43; Sc 1.61; O -0.18; C 0.43


Result set for energy: -54689.965; -22776.936; -38260.660 eV, one per record in the order listed.